1.
C5H11N3O in the gas phase at a distorted geometry, computed with ωB97M-V/def2-TZVPD.

Results
**DFT total energy**: -436.46075 hartree
**Orbital gap (spin up / spin down)**: 0.2738 / 0.2741 hartree
**LUMO (spin up / spin down)**: -0.02298 / -0.02279 Eh
**Energy relative to the best compared isomer or geometry (same formula, charge and spin)**: 489.1 kJ/mol
**F_max**: 3.40 eV/Å

Positions of all 20 atoms, in Å:
O (-0.52, -1.59, 1.54)
N (0.33, 2.03, 0.20)
N (1.66, -0.01, 1.12)
N (0.21, 0.95, -0.54)
C (-0.66, -1.06, 0.42)
C (1.67, -0.87, -1.19)
C (-1.77, 0.17, 0.37)
C (0.91, -0.20, -0.07)
C (-2.80, 0.19, -0.46)
H (1.87, -1.91, -0.91)
H (-0.10, 2.86, -0.19)
H (2.63, -0.38, -1.38)
H (-0.91, -1.67, -0.47)
H (-2.78, -0.34, -1.40)
H (-3.68, 0.79, -0.27)
H (1.00, 1.99, 0.98)
H (-1.79, 0.70, 1.32)
H (1.08, -0.87, -2.11)
H (1.12, -0.30, 1.93)
H (2.55, -0.49, 1.11)


2.
9 unconnected molecules or ions with the total composition H16NO11 at a distorted geometry, computed with ωB97M-V/def2-TZVPD.

Results
**DFT total energy**: -891.92657 hartree
**Orbital gap**: 0.3656 hartree
**Charge**: -1
**LUMO**: 0.10039 Eh
**Energy relative to the best compared isomer or geometry (same formula, charge and spin)**: 196.9 kJ/mol
**F_max**: 5.60 eV/Å

Positions of all 28 atoms, in Å:
O (0.89, -57.55, 7.23)
O (4.64, -58.69, 7.72)
O (-0.65, -57.31, 10.47)
O (-1.21, -61.51, 6.71)
O (0.21, -60.93, 8.72)
O (2.31, -60.80, 8.39)
O (-0.37, -62.51, 10.61)
O (-2.06, -58.89, 8.72)
O (3.69, -62.33, 6.70)
O (1.22, -59.15, 9.46)
O (4.25, -61.68, 9.93)
N (1.25, -60.34, 8.95)
H (3.85, -61.93, 5.81)
H (-0.41, -61.76, 10.10)
H (3.53, -61.44, 9.19)
H (1.18, -58.36, 7.79)
H (4.00, -59.30, 8.18)
H (4.62, -60.92, 10.43)
H (-0.59, -61.35, 7.40)
H (2.87, -61.93, 7.07)
H (-0.77, -56.70, 9.72)
H (0.29, -62.51, 11.20)
H (-1.46, -59.55, 8.32)
H (0.21, -57.82, 10.43)
H (5.08, -59.32, 7.20)
H (-1.66, -58.40, 9.51)
H (1.71, -57.17, 6.77)
H (-0.79, -62.28, 6.23)


3.
A molecular structure, C3H8NO2 at a distorted geometry, computed with ωB97M-V/def2-TZVPD.

Results
**DFT total energy**: -324.00307 hartree
**Orbital gap**: 0.4510 hartree
**Charge**: +1
**LUMO**: -0.12213 Eh
**Energy relative to the best compared isomer or geometry (same formula, charge and spin)**: 326.1 kJ/mol
**F_max**: 3.53 eV/Å

Positions of all 14 atoms, in Å:
O (-0.82, -0.90, 0.96)
O (-0.82, 1.16, 1.14)
N (0.36, 0.35, -0.85)
C (0.10, 0.11, 0.80)
C (-1.81, 0.13, 1.37)
C (1.39, -0.57, -1.29)
H (1.43, -0.48, -2.41)
H (1.16, -1.51, -0.88)
H (2.39, -0.21, -1.19)
H (-1.87, -0.15, 2.40)
H (-2.70, 0.32, 0.84)
H (-0.57, 0.29, -1.32)
H (1.14, 0.12, 1.28)
H (0.62, 1.35, -0.85)


4.
6 unconnected molecules or ions with the total composition C18H39F2NO13 at a distorted geometry, computed with ωB97M-V/def2-TZVPD.

Results
**DFT total energy**: -1941.35310 hartree
**Orbital gap**: 0.2754 hartree
**LUMO**: -0.01493 Eh
**Energy relative to the best compared isomer or geometry (same formula, charge and spin)**: 127.1 kJ/mol
**F_max**: 12.84 eV/Å

Positions of all 73 atoms, in Å:
F (-69.12, 39.75, -3.35)
F (-67.22, 38.78, -8.37)
O (-69.01, 42.24, -1.13)
O (-71.22, 42.95, -1.18)
O (-66.07, 41.68, -10.17)
O (-65.67, 46.93, -1.74)
O (-68.11, 42.31, -6.48)
O (-67.70, 45.52, -3.19)
O (-70.26, 41.68, -2.98)
O (-71.35, 38.53, -9.34)
O (-67.57, 46.23, -9.54)
O (-69.51, 46.30, -5.04)
O (-67.94, 43.77, -10.58)
O (-70.19, 38.31, -7.39)
O (-69.34, 39.39, -9.09)
N (-66.03, 43.99, -7.82)
C (-70.21, 42.38, -1.84)
C (-66.56, 45.89, -1.20)
C (-70.29, 46.99, -6.03)
C (-68.35, 44.63, -4.10)
C (-70.38, 38.72, -8.70)
C (-68.30, 42.42, -10.36)
C (-68.13, 41.42, -1.90)
C (-68.26, 45.94, -10.78)
C (-68.94, 41.07, -3.16)
C (-69.07, 38.90, -6.90)
C (-66.67, 47.31, -9.70)
C (-68.83, 45.16, -5.39)
C (-68.85, 44.60, -10.65)
C (-64.95, 47.73, -0.89)
C (-67.17, 41.53, -10.98)
C (-67.14, 44.94, -2.23)
C (-68.38, 39.38, -8.09)
C (-65.14, 40.65, -10.12)
H (-64.29, 40.92, -9.35)
H (-66.61, 43.42, -8.33)
H (-67.71, 44.23, -1.55)
H (-64.58, 48.63, -1.48)
H (-66.00, 43.97, -6.87)
H (-68.94, 42.65, -6.85)
H (-65.61, 48.24, -0.08)
H (-68.94, 46.71, -10.83)
H (-69.60, 44.47, -9.94)
H (-69.45, 44.47, -5.96)
H (-68.51, 38.09, -6.16)
H (-67.14, 42.05, -11.99)
H (-67.90, 40.55, -1.27)
H (-69.75, 46.90, -6.91)
H (-71.32, 46.59, -6.26)
H (-65.68, 39.77, -9.96)
H (-67.99, 40.35, -7.82)
H (-68.64, 41.80, -4.12)
H (-69.25, 39.74, -6.15)
H (-66.44, 47.81, -8.87)
H (-66.27, 44.46, -2.62)
H (-64.64, 40.64, -11.12)
H (-65.98, 45.44, -0.43)
H (-65.22, 43.91, -8.07)
H (-67.56, 43.64, -4.27)
H (-67.24, 46.57, -0.51)
H (-67.41, 48.14, -10.04)
H (-67.90, 45.36, -5.98)
H (-67.70, 40.57, -10.86)
H (-66.19, 44.87, -8.00)
H (-69.16, 42.04, -10.85)
H (-69.08, 44.13, -3.61)
H (-70.36, 48.09, -5.81)
H (-66.05, 47.18, -10.54)
H (-69.62, 44.29, -11.49)
H (-68.42, 42.21, -9.31)
H (-67.21, 42.00, -2.28)
H (-63.90, 47.35, -0.50)
H (-67.55, 45.97, -11.50)


5.
9 unconnected molecules or ions with the total composition C34H68O28S at a distorted geometry, computed with ωB97M-V/def2-TZVPD.

Results
**DFT total energy**: -3841.02960 hartree
**Orbital gap**: 0.3845 hartree
**LUMO**: 0.00988 Eh
**Energy relative to the best compared isomer or geometry (same formula, charge and spin)**: 525.2 kJ/mol
**F_max**: 5.17 eV/Å
**SMILES**: O=S1(=O)OCCO1.CCOC(=O)OC.CCOC(=O)OC.CCOC(=O)OC.CCOC(=O)OC.CCOC(=O)OC.CCOC(=O)OC.CCOC(=O)OC.CCOC(=O)OC

Positions of all 131 atoms, in Å:
S (-1.62, -0.65, 3.99)
O (3.63, 2.21, 8.15)
O (-2.73, -1.62, 4.80)
O (-0.48, 2.29, 1.50)
O (-0.72, 0.82, -0.10)
O (2.37, -3.37, -6.39)
O (-1.73, 0.74, 4.44)
O (-5.19, -3.35, -2.00)
O (2.26, -4.23, -4.38)
O (-1.58, -0.90, 2.55)
O (3.41, -3.55, 0.44)
O (-4.77, 1.80, -4.60)
O (-2.67, 6.39, -2.76)
O (-0.39, -1.47, 4.68)
O (-6.57, 0.62, -4.43)
O (5.74, 2.47, 7.52)
O (3.67, 2.66, 1.42)
O (2.13, -1.99, -4.67)
O (-5.61, 1.04, -2.66)
O (-3.28, -4.40, -2.79)
O (2.37, 0.94, 1.84)
O (-2.30, 5.12, -0.83)
O (4.60, 0.54, 1.97)
O (5.43, -3.73, 1.51)
O (5.11, -2.03, 0.17)
O (-4.13, -2.53, -3.63)
O (-3.76, 6.70, -0.83)
O (4.29, 1.45, 6.15)
O (-2.58, 1.49, 1.16)
C (-8.15, -0.31, -5.91)
C (6.19, 2.88, 8.84)
C (-0.88, 3.12, 2.62)
C (2.21, -3.10, -5.13)
C (4.50, 2.04, 7.32)
C (2.15, -0.40, 2.31)
C (-1.85, -2.51, -4.74)
C (-1.16, -0.40, -0.62)
C (4.92, 3.31, 1.11)
C (-3.41, -2.59, -4.86)
C (5.74, 2.75, -0.05)
C (-1.39, 1.52, 0.86)
C (-2.84, 6.10, -1.58)
C (2.09, -2.45, -7.44)
C (5.49, -5.15, 1.75)
C (3.66, 1.38, 1.78)
C (4.39, -1.25, -0.80)
C (-4.53, 1.62, -1.90)
C (6.88, -5.38, 2.35)
C (-6.85, 0.55, -5.79)
C (2.32, -4.18, -2.93)
C (-5.32, -3.94, -0.76)
C (-0.20, -1.58, -0.61)
C (-4.14, -3.57, -2.81)
C (-5.22, 8.47, 0.15)
C (-1.08, 4.39, -1.21)
C (-4.23, 8.06, -1.05)
C (-2.23, -2.93, 5.07)
C (4.56, -3.14, 0.68)
C (-5.63, 1.26, -3.95)
C (-0.70, -2.82, 4.82)
C (2.98, 1.02, 5.67)
C (2.15, 2.21, 5.14)
C (1.08, -4.87, -2.32)
H (0.13, -4.52, -2.72)
H (2.13, -1.41, -7.10)
H (-1.39, -2.14, -5.65)
H (-0.17, -3.28, 5.66)
H (-0.29, 4.65, -0.50)
H (-5.09, 7.99, 1.12)
H (-1.45, -3.51, -4.56)
H (-0.82, 4.67, -2.23)
H (-1.21, 3.31, -1.28)
H (6.61, 3.38, -0.22)
H (-2.64, -3.60, 4.32)
H (-0.34, -3.29, 3.90)
H (4.72, 4.37, 0.95)
H (-7.90, -1.03, -6.69)
H (-4.76, 8.14, -1.99)
H (5.15, 2.89, -0.96)
H (-2.69, -3.28, 6.00)
H (-5.52, 9.52, 0.05)
H (3.08, 0.48, 4.73)
H (-1.68, -1.79, -3.94)
H (1.80, 2.77, 6.01)
H (-6.09, 7.92, -0.22)
H (-9.07, 0.03, -6.37)
H (6.29, 2.08, 9.57)
H (2.41, 0.41, 6.38)
H (0.86, -5.89, -2.65)
H (1.07, -0.43, 2.17)
H (7.06, -4.67, 3.16)
H (-1.40, -0.10, -1.64)
H (0.08, 3.48, 3.00)
H (1.18, 1.91, 4.76)
H (0.72, -1.41, -1.15)
H (-3.60, 1.07, -2.03)
H (0.20, -1.62, 0.41)
H (-6.81, 1.49, -6.34)
H (5.91, 1.67, -0.04)
H (3.23, -4.70, -2.62)
H (4.81, -0.25, -0.90)
H (-3.66, -1.62, -5.29)
H (5.47, 3.36, 2.05)
H (-4.73, 1.65, -0.82)
H (7.72, -5.17, 1.69)
H (2.79, -2.67, -8.24)
H (-3.53, 8.90, -1.11)
H (4.64, -5.43, 2.37)
H (2.61, -1.11, 1.62)
H (1.07, -4.77, -1.23)
H (-2.16, -0.69, -0.31)
H (-0.46, -2.58, -0.96)
H (-3.61, -3.39, -5.58)
H (-4.78, -4.88, -0.68)
H (4.41, -1.66, -1.81)
H (3.32, -1.27, -0.62)
H (5.25, -5.66, 0.81)
H (-5.18, -3.19, 0.02)
H (7.16, 3.39, 8.80)
H (1.11, -2.68, -7.87)
H (-1.60, 2.73, 3.34)
H (-6.32, -4.24, -0.44)
H (-4.29, 2.64, -2.18)
H (-6.22, -0.07, -6.44)
H (6.93, -6.40, 2.74)
H (2.72, 2.88, 4.49)
H (-1.32, 3.96, 2.09)
H (5.61, 3.74, 9.17)
H (2.33, -0.58, 3.37)
H (2.25, -3.16, -2.57)
H (-8.41, -0.91, -5.03)


6.
7 unconnected molecules or ions with the total composition C48H52ClF6NO3P at a distorted geometry, computed with ωB97M-V/def2-TZVPD.

Results
**DFT total energy**: -3541.17027 hartree
**Orbital gap (spin up / spin down)**: 0.2935 / 0.2919 hartree
**2S+1**: 2
**LUMO (spin up / spin down)**: -0.00805 / -0.00961 Eh
**F_max**: 9.30 eV/Å

Positions of all 112 atoms, in Å:
Cl (-3.55, -5.46, -0.26)
P (-1.08, -6.53, 4.42)
F (-2.74, 4.43, -5.59)
F (4.32, 2.68, -0.46)
F (2.01, -1.49, -0.34)
F (-8.84, 6.29, -3.90)
F (0.59, 6.40, -4.36)
F (5.67, -2.19, 3.55)
O (-2.70, -7.24, 4.36)
O (-3.27, -4.94, 2.45)
O (3.85, -6.65, 1.47)
N (2.52, -6.51, 1.31)
C (2.50, -3.97, 1.41)
C (-0.77, 0.68, 0.54)
C (-0.05, -0.47, 0.19)
C (6.41, 3.56, -1.11)
C (-9.53, 7.39, -3.57)
C (-3.48, 7.89, -4.78)
C (-1.71, -6.92, 1.59)
C (-8.85, 8.60, -3.43)
C (-11.61, 8.45, -3.02)
C (-10.90, 7.31, -3.37)
C (-2.76, 6.74, -5.12)
C (1.32, -0.38, -0.01)
C (-1.19, -4.74, 5.07)
C (-2.82, -5.71, 1.47)
C (3.54, -0.74, 6.10)
C (-10.95, 9.67, -2.88)
C (-3.43, 5.53, -5.26)
C (-4.80, 5.45, -5.06)
C (3.79, -0.78, 3.32)
C (1.99, 0.82, 0.13)
C (1.36, 2.45, -3.55)
C (4.57, -1.48, 5.50)
C (0.30, -5.26, 2.07)
C (2.84, -9.02, 1.76)
C (1.28, 1.97, 0.47)
C (6.25, 1.41, -0.01)
C (-9.57, 9.75, -3.09)
C (5.65, 2.55, -0.53)
C (-4.85, 7.81, -4.57)
C (7.64, 1.27, -0.08)
C (-0.10, 1.90, 0.68)
C (0.60, -7.87, 2.55)
C (2.76, -0.05, 3.91)
C (2.21, 3.44, -3.05)
C (1.95, -5.38, 2.13)
C (1.95, 4.78, -3.33)
C (1.23, -8.15, -0.13)
C (-5.52, 6.59, -4.71)
C (8.41, 2.29, -0.66)
C (0.25, 2.79, -4.32)
C (7.80, 3.43, -1.17)
C (0.84, 5.12, -4.10)
C (1.76, -7.79, 1.40)
C (-0.45, -6.62, 2.60)
C (2.56, -5.34, 3.67)
C (2.64, -0.03, 5.30)
C (-0.02, 4.14, -4.59)
C (4.68, -1.49, 4.12)
H (1.84, 0.54, 5.77)
H (-1.89, -4.02, 4.47)
H (3.07, 3.16, -2.44)
H (2.15, -4.37, 4.22)
H (2.06, 0.49, 3.29)
H (-0.14, -4.20, 5.19)
H (-11.40, 6.35, -3.49)
H (2.60, 5.56, -2.96)
H (3.07, 0.86, -0.02)
H (0.03, -5.16, 0.92)
H (5.64, 0.64, 0.44)
H (-0.05, -8.85, 2.36)
H (-6.59, 6.54, -4.55)
H (-11.51, 10.57, -2.61)
H (-12.69, 8.39, -2.86)
H (3.75, -5.20, 3.64)
H (5.27, -2.04, 6.11)
H (8.40, 4.22, -1.62)
H (3.91, -0.81, 2.24)
H (-9.06, 10.70, -2.98)
H (-1.62, -4.80, 6.18)
H (-1.69, 6.78, -5.27)
H (2.18, -10.01, 1.89)
H (1.79, 2.92, 0.58)
H (-5.31, 4.49, -5.18)
H (-2.96, 8.84, -4.67)
H (-7.78, 8.64, -3.58)
H (1.56, 1.40, -3.33)
H (3.54, -9.19, 0.84)
H (8.12, 0.38, 0.31)
H (-0.66, 2.79, 0.94)
H (2.37, -6.33, 4.25)
H (1.98, -8.85, -0.70)
H (0.14, -8.60, -0.15)
H (-0.55, -1.42, 0.06)
H (-0.09, -4.26, 2.56)
H (3.68, -3.92, 1.52)
H (1.18, -7.14, -0.76)
H (9.49, 2.18, -0.71)
H (3.45, -0.72, 7.18)
H (1.15, -8.01, 3.60)
H (5.91, 4.44, -1.51)
H (-5.41, 8.71, -4.30)
H (-2.17, -7.97, 1.85)
H (-0.88, 4.43, -5.18)
H (-2.59, -8.18, 4.00)
H (2.30, -4.08, 0.25)
H (-1.25, -7.04, 0.50)
H (-0.41, 2.02, -4.71)
H (2.00, -3.01, 1.87)
H (-1.84, 0.62, 0.70)
H (3.38, -8.86, 2.78)